(1)
{"formula": "C6H40NO14", "method": "the ωB97M-V functional and the def2-TZVPD basis", "species": ["H", "H", "C", "H", "H", "C", "H", "O", "H", "O", "H", "H", "H", "H", "H", "O", "O", "H", "H", "H", "O", "H", "H", "H", "H", "H", "H", "H", "H", "O", "H", "H", "H", "H", "O", "H", "H", "O", "H", "O", "H", "O", "H", "C", "O", "O", "H", "N", "H", "H", "H", "H", "C", "O", "H", "H", "C", "H", "H", "O", "C"], "xyz": [[2.75, -1.25, 1.56], [0.71, -1.33, 3.22], [1.70, 0.60, 0.73], [1.12, -0.33, 5.23], [-4.12, -1.81, -1.89], [4.24, 1.21, -2.02], [1.06, 1.39, 1.16], [3.85, 0.22, -1.56], [-2.43, 0.18, -2.45], [0.87, -3.03, -4.00], [-2.90, -1.38, 1.10], [0.03, -2.75, -2.48], [3.35, 1.42, 1.95], [-0.47, -3.82, -0.09], [-3.86, -2.65, -2.94], [0.54, 1.18, -4.72], [-1.82, 4.60, 1.72], [4.01, 0.66, 0.46], [-0.12, -0.46, 1.91], [-1.02, 2.44, 1.49], [-2.48, 3.30, -1.03], [-0.03, 1.09, -5.40], [1.07, -2.42, -4.69], [-0.70, -3.92, 1.27], [0.11, -1.60, 5.26], [-2.29, 4.98, 2.39], [1.41, -3.79, -4.18], [-2.17, -3.85, 3.49], [1.53, 0.22, -0.23], [-2.90, 0.90, -2.17], [3.56, 3.45, 0.58], [4.52, 3.22, -1.88], [-1.86, 1.48, 2.54], [-3.01, 3.77, -1.68], [-1.37, -3.43, 3.84], [4.66, 1.11, -3.07], [0.44, -2.08, 1.61], [-1.10, 1.56, 1.86], [-1.70, 3.17, -1.46], [-3.88, -2.68, -2.03], [2.31, 3.00, -0.53], [-5.19, 0.19, -0.52], [-5.54, -0.57, -0.96], [4.35, 2.48, -1.07], [-0.05, -4.28, 0.60], [-0.46, -2.54, -1.65], [2.15, 0.07, 2.56], [0.65, -1.19, 2.13], [-0.38, -1.61, -1.50], [-4.72, 0.63, -1.18], [-2.58, 1.25, -1.34], [-2.47, -2.18, 2.22], [1.92, -0.56, 1.75], [-2.09, -1.65, 1.49], [1.16, 1.55, -5.33], [-0.66, -4.06, 3.99], [3.21, 2.55, 0.02], [-2.42, 4.99, 0.87], [5.45, 2.38, -0.76], [0.99, -1.30, 5.08], [3.07, 1.27, 0.74]], "homo_lumo_gap_ha": 0.3318, "total_charge": 1, "e_above_lowest_kcal_mol": 131.7, "energy_ev": -37017.088, "e_homo_ha": -0.4194}

(2)
{"formula": "C6H40O15", "method": "the ωB97M-V functional and the def2-TZVPD basis", "species": ["O", "H", "H", "H", "O", "H", "H", "H", "C", "H", "O", "O", "H", "O", "O", "H", "H", "H", "H", "H", "H", "H", "C", "H", "O", "H", "H", "C", "H", "H", "H", "H", "O", "C", "O", "H", "H", "H", "H", "H", "H", "H", "O", "H", "H", "H", "C", "O", "H", "O", "H", "H", "H", "H", "H", "H", "O", "O", "O", "H", "C"], "xyz": [[0.81, -3.35, -2.97], [-1.27, -1.01, 3.94], [1.35, -2.57, -3.22], [4.33, -1.90, -0.85], [2.16, -4.51, 0.44], [4.28, 0.78, 1.91], [0.65, 0.61, -1.85], [-3.43, -0.31, 1.93], [0.10, 0.75, 0.75], [-2.23, 1.88, -3.85], [4.07, 0.72, 1.03], [-2.69, 2.77, -3.94], [-1.79, -1.36, -0.54], [-0.29, -3.87, 1.60], [-1.08, -0.64, -1.79], [-1.92, 0.93, -0.05], [-0.36, -1.24, -1.91], [1.24, 3.47, 3.52], [3.59, -2.67, 0.38], [1.94, -4.92, 1.29], [2.97, -0.40, -3.90], [4.47, 0.95, -1.87], [-0.50, 0.67, -1.58], [0.12, 4.44, 2.93], [3.62, 0.67, -1.65], [-1.08, 2.35, -0.25], [-2.31, 3.36, 1.42], [-0.92, 1.19, -0.26], [-1.04, -3.72, 2.05], [0.24, -3.32, 2.08], [-1.51, -2.50, 0.49], [-0.92, 1.41, -2.24], [-4.58, 2.11, 0.17], [0.54, 1.99, 1.57], [4.03, -1.83, 0.12], [1.36, 2.64, 1.26], [1.37, -4.81, -0.16], [1.66, 3.03, -2.60], [-0.01, -3.23, -3.54], [2.42, 1.61, -2.41], [-1.81, -2.33, 3.37], [-4.78, 1.68, 1.14], [-2.17, -1.90, 0.13], [4.08, -0.25, 0.80], [-3.23, 3.51, 2.72], [-0.20, -0.11, 1.46], [0.05, 3.50, 3.39], [-3.02, 2.91, 1.98], [-0.39, 3.47, 4.32], [2.28, -0.91, -3.47], [3.68, 0.80, -0.65], [-3.18, 2.80, -3.23], [-1.10, 1.70, 3.03], [0.97, 0.29, 0.16], [2.17, -0.17, -2.76], [-3.22, -1.80, 1.91], [-0.99, -1.84, 3.29], [1.99, 2.20, -3.02], [-3.70, -1.08, 2.44], [-4.28, 2.94, 0.37], [-0.33, 2.31, 2.55]], "homo_lumo_gap_ha": 0.3365, "total_charge": 0, "e_above_lowest_kcal_mol": 147.7, "energy_ev": -37579.312, "e_homo_ha": -0.3332}

(3)
{"formula": "C6H41NO14", "method": "the ωB97M-V functional and the def2-TZVPD basis", "species": ["O", "O", "H", "H", "C", "O", "H", "H", "H", "H", "H", "H", "O", "O", "H", "N", "H", "H", "O", "C", "H", "H", "H", "H", "H", "O", "C", "O", "H", "H", "O", "H", "O", "H", "H", "H", "H", "H", "O", "H", "H", "H", "H", "H", "H", "H", "H", "H", "H", "H", "H", "H", "O", "H", "O", "O", "C", "C", "H", "C", "H", "H"], "xyz": [[-0.72, 2.42, -2.80], [-2.90, -0.49, -3.27], [-2.16, -0.90, -0.14], [3.56, -2.71, -1.64], [1.06, 1.03, -1.06], [-2.43, 1.35, 1.78], [-1.56, 1.21, 2.20], [-2.34, 2.18, 1.24], [-1.77, -2.48, -0.87], [0.05, 0.52, 0.73], [-2.88, 1.04, -0.27], [-0.86, 1.57, -3.24], [-1.89, 3.25, 0.02], [-0.14, 0.57, 3.17], [-0.27, -1.04, -1.92], [1.62, 0.74, -2.28], [1.70, -1.11, 0.92], [1.42, -4.71, 0.34], [2.63, -0.85, 0.98], [1.48, 2.34, -0.43], [-3.45, 0.05, -3.85], [4.32, 0.28, -1.11], [-2.21, -2.80, 1.40], [2.79, 0.19, 3.94], [1.28, 3.28, -0.94], [1.23, 3.78, 2.81], [-0.12, -1.12, -0.84], [2.56, 0.78, 3.21], [2.49, 2.37, -0.05], [-1.14, -4.27, -0.50], [-3.33, 1.05, -1.12], [-1.23, 2.98, -0.64], [-4.61, 0.20, 1.01], [2.83, -1.79, -0.56], [1.68, -3.81, -0.87], [-1.19, -1.55, 1.94], [4.86, -0.02, 0.37], [0.70, -1.86, -0.72], [3.20, -1.84, -1.46], [0.74, 3.25, 2.17], [-0.91, -4.22, -1.91], [1.89, 1.33, -3.05], [0.85, 0.56, 3.21], [-0.39, 2.97, -3.51], [-3.78, -0.22, 1.24], [-4.53, 1.04, 1.48], [-2.68, 3.37, -0.52], [-4.27, 0.98, -0.87], [1.66, -0.25, -2.46], [0.71, 2.43, 0.37], [-3.02, -0.07, -2.38], [2.76, -0.08, 0.38], [4.46, 0.62, -0.22], [-0.50, -3.08, 1.15], [2.06, -4.09, -0.03], [-0.61, -4.75, -1.16], [0.31, 0.27, -0.28], [-1.40, -1.66, -0.24], [-0.36, 0.64, 4.11], [-1.26, -2.29, 1.15], [1.34, 3.15, 3.53], [2.71, 0.28, 2.38]], "homo_lumo_gap_ha": 0.3130, "total_charge": 0, "e_above_lowest_kcal_mol": 55.0, "energy_ev": -37042.887, "e_homo_ha": -0.3052}